1.
Molecular formula: C6H13PS
Method: DFT, the ωB97M-V functional and the def2-TZVPD basis

Summary:
Energy above the lowest of the compared OMol25 structures with the same formula, charge and spin (kJ/mol): 157.49
HOMO energy (eV): -8.5515
LUMO energy (eV): 0.83

The geometry in XYZ format:
```
21
Properties=species:S:1:pos:R:3:forces:R:3:nbo_charge:R:1
C -3.2135 1.1934 -1.1946 1.88 -2.23 2.94 -0.427
C -2.3149 0.5427 -0.4020 -2.08 1.44 0.02 -0.071
S -3.0129 -0.2435 1.0769 4.39 -1.00 0.56 -0.004
C -0.8138 0.4426 -0.3691 0.97 0.28 1.43 -0.489
C -0.4583 -1.0316 -0.6048 1.72 -0.63 2.44 -0.395
C 0.8878 -1.4723 0.2690 -2.70 1.00 -1.47 -0.405
C 1.9660 -0.5097 0.0160 3.13 1.00 0.95 -0.674
P 2.2099 0.8347 1.3201 -1.23 0.14 -0.04 0.269
H -2.9082 1.7921 -1.9558 0.78 1.51 -2.29 0.199
H -4.2280 1.1715 -0.8911 -0.84 0.04 -0.16 0.195
H -4.2028 0.0012 0.9123 -3.83 0.92 -0.78 0.097
H -0.4822 0.6436 0.7335 -0.73 0.04 -1.81 0.220
H -0.1971 1.1585 -1.0055 -1.24 -0.84 0.55 0.236
H -0.4027 -1.2106 -1.6922 0.00 -0.56 0.67 0.213
H -1.1359 -1.6550 0.0151 -0.42 0.24 -1.49 0.225
H 0.6225 -1.4152 1.3545 -0.04 -0.75 -0.98 0.207
H 1.1019 -2.4474 -0.1285 0.27 -0.67 0.45 0.217
H 3.0103 -0.9496 0.0161 -1.26 0.17 -0.40 0.231
H 1.8482 0.0779 -0.8711 -0.08 -0.10 -0.88 0.215
H 1.3041 0.2951 2.3363 0.88 0.24 -0.44 -0.030
H 3.4099 0.3304 1.7820 0.43 -0.27 0.74 -0.032
```
Forces are in eV/Å.



2.
Molecular formula: C10H16N5
Method: DFT, the ωB97M-V functional and the def2-TZVPD basis

Summary:
Energy above the lowest of the compared OMol25 structures with the same formula, charge and spin (kJ/mol): 275.45
HOMO energy (eV): -12.7400
Net charge: +1
LUMO energy (eV): -5.67

The geometry in XYZ format:
```
31
Properties=species:S:1:pos:R:3:forces:R:3:nbo_charge:R:1
C -0.1181 -2.2486 -2.8472 -1.32 -0.62 -1.23 -0.604
C -0.5387 -2.7694 -1.4451 -2.79 1.07 -0.78 -0.496
C -0.3986 -1.6431 -0.5040 0.85 0.95 0.33 0.612
N 0.7316 -0.9369 -0.2562 -2.30 -3.07 -0.26 -0.511
C 0.4691 0.0884 0.6738 -1.20 2.77 1.20 0.326
N 1.3262 0.2079 1.8444 -1.88 -2.73 -0.83 -0.605
C 2.6812 -0.2411 1.5002 -0.39 3.39 1.33 -0.434
N 0.6022 1.3682 -0.0450 -0.11 -0.33 -0.36 -0.432
C -0.3139 2.2468 0.0604 2.33 0.82 -0.73 0.418
C -0.0358 3.5908 -0.5012 -0.21 0.69 -3.35 -0.663
N -1.4321 2.2057 0.8471 -2.25 -0.85 1.20 -0.402
C -1.8610 1.0583 1.2440 1.01 0.01 -1.44 0.283
C -3.0138 0.7940 2.0216 -2.35 1.96 -0.21 -0.690
C -1.1207 -0.0909 0.8029 3.82 -0.89 -1.15 0.387
N -1.4789 -1.1029 0.0901 -1.85 0.63 0.37 -0.455
H -1.1202 -1.8326 -3.3901 2.89 -0.69 1.16 0.248
H 0.2693 -3.1541 -3.4048 -0.54 1.28 0.28 0.248
H 0.7108 -1.5204 -2.7159 -0.76 -0.27 -0.68 0.213
H 0.0959 -3.5267 -1.0927 0.80 -1.46 0.26 0.253
H -1.6804 -3.0999 -1.5147 2.69 0.54 0.66 0.278
H 1.5756 -1.4132 -0.4713 1.11 0.32 -0.07 0.444
H 1.2242 1.1160 2.2821 0.39 -0.09 -0.32 0.400
H 3.1541 -0.2754 2.4908 0.77 0.41 -0.74 0.242
H 2.7185 -1.2272 1.1430 -0.14 -1.19 -0.62 0.187
H 2.9535 0.5694 0.7700 1.34 -1.28 0.57 0.214
H 1.0099 3.9060 -0.7087 -0.53 -1.23 -0.39 0.251
H -0.2688 4.2841 0.2147 -1.21 1.75 1.99 0.241
H -0.7269 3.8811 -1.4196 1.40 -0.86 1.77 0.253
H -3.8855 0.3708 1.5451 0.03 -0.23 -1.04 0.279
H -3.3450 1.7394 2.3659 -0.53 0.96 0.70 0.261
H -2.8933 0.1666 2.8141 0.92 -1.77 2.38 0.253
```
Forces are in eV/Å.



3.
Molecular formula: C14H24BrI2N3O3
Method: DFT, the ωB97M-V functional and the def2-TZVPD basis

Summary:
HOMO energy (eV): -4.9940
LUMO energy (eV): -1.98

The geometry in XYZ format:
```
47
Properties=species:S:1:pos:R:3:forces:R:3:nbo_charge:R:1
C 0.3396 0.6683 -2.5534 0.03 -0.48 0.32 -0.602
C -0.8832 1.3905 -2.0194 -0.01 0.16 -0.45 -0.491
C -1.9136 0.4370 -1.4351 0.49 0.15 -0.29 -0.252
I -3.9168 1.0669 -1.9636 0.10 -0.24 0.18 0.086
C -1.7886 0.3305 0.0752 -0.57 0.71 0.13 -0.296
C -0.3718 0.1638 0.5704 -0.28 -0.70 -0.77 -0.230
N 0.0498 -1.2453 0.2738 -0.74 0.72 0.72 -0.633
C -0.6711 -2.0370 1.1210 0.64 -1.03 -0.25 0.738
N -0.0817 -3.1426 1.5864 -0.32 -0.31 0.44 -0.382
C -0.8592 -4.3761 1.7544 -0.62 0.15 -0.07 -0.323
C -1.0038 -4.9817 0.3494 1.76 -0.91 -0.35 0.483
O -0.0522 -5.4874 -0.1861 -1.59 0.71 0.47 -0.475
Br -2.7301 -4.8258 -0.5003 0.27 0.05 0.15 0.033
C 1.3335 -3.2006 1.8957 0.25 -0.32 -0.55 -0.358
C 1.5800 -3.2259 3.3945 0.08 -0.06 0.89 0.466
O 0.8863 -3.7662 4.1980 0.14 0.35 -0.63 -0.504
I 3.3871 -2.2091 4.0090 -0.29 -0.20 -0.22 0.093
N -1.9275 -1.7809 1.4807 0.01 1.39 -0.14 -0.574
C -2.6698 -0.8043 0.6378 0.34 -0.05 0.08 -0.243
H 0.9911 1.3567 -3.0751 0.07 0.29 0.02 0.294
H 0.0448 -0.1503 -3.2127 -0.05 -0.04 -0.25 0.175
H 0.9221 0.2145 -1.7503 0.27 -0.01 0.04 0.163
H -0.5820 2.1485 -1.3022 0.10 0.33 -0.05 0.269
H -1.2888 1.9387 -2.8565 -0.21 0.25 -0.09 0.247
H -1.7873 -0.5364 -1.9110 -0.29 -0.20 -0.06 0.189
H -2.1441 1.2845 0.4581 -0.05 0.14 0.18 0.246
H 0.3363 0.8442 0.1213 0.10 0.25 0.07 0.282
H -0.3914 0.2518 1.6487 0.42 0.26 0.26 0.197
H -0.1790 -1.4870 -0.6908 0.74 -0.07 -0.25 0.429
H -0.3201 -5.0688 2.3790 0.30 -0.19 0.07 0.264
H -1.8153 -4.2058 2.2245 -0.19 0.16 0.00 0.246
H 1.8775 -2.4099 1.4055 -0.03 0.34 -0.01 0.280
H 1.7295 -4.1334 1.5006 0.20 -0.19 -0.04 0.265
H -2.0191 -1.6165 2.4753 -0.42 -0.70 0.18 0.426
H -3.4778 -0.4063 1.2297 -0.27 -0.05 0.17 0.239
H -3.0923 -1.3518 -0.1945 -0.22 -0.25 -0.06 0.227
C 2.9414 4.9986 -1.8098 0.17 0.58 0.36 -0.626
C 1.4962 4.6616 -1.3888 0.66 -1.17 -0.15 0.128
C 1.5392 4.1199 0.0613 0.08 0.52 0.43 -0.633
O 0.9787 3.7180 -2.2157 -0.56 0.11 0.09 -0.987
H 3.5719 4.1059 -1.7919 -0.13 -0.12 -0.03 0.182
H 2.9586 5.4121 -2.8194 -0.09 -0.08 -0.04 0.199
H 3.3976 5.7443 -1.1386 0.01 -0.03 -0.06 0.165
H 0.9609 5.6416 -1.3284 -0.21 -0.10 -0.17 0.079
H 2.1409 3.2065 0.1171 0.00 -0.03 -0.18 0.174
H 0.5274 3.8937 0.4161 -0.05 -0.02 -0.10 0.173
H 1.9765 4.8509 0.7603 -0.05 -0.08 0.03 0.175
```
Forces are in eV/Å.



4.
Molecular formula: C31H70I2N2O11
Method: DFT, the ωB97M-V functional and the def2-TZVPD basis

Summary:
HOMO energy (eV): -8.9589
LUMO energy (eV): -0.07

The geometry in XYZ format:
```
116
Properties=species:S:1:pos:R:3:forces:R:3:lowdin_charge:R:1
C 0.5676 2.2228 4.8400 -0.51 0.02 -0.05 -0.144
C -0.4665 3.1275 4.1631 1.10 0.04 -0.55 -0.814
I -1.3240 4.5519 5.5192 0.21 -0.49 0.42 0.818
C 0.1983 3.8090 2.9334 -0.40 -0.76 0.51 -0.703
I -1.1032 5.3966 2.2214 0.47 -0.14 -0.69 0.912
O 0.3312 2.7430 1.9862 -1.25 0.34 0.21 -0.077
C 0.6361 3.1192 0.7046 -2.17 -2.99 -0.39 -0.612
O 1.3912 3.9424 0.4556 3.20 3.68 -0.50 0.203
N 0.0186 2.3423 -0.3212 -0.43 -0.84 0.11 -0.030
C 0.5346 0.9568 -0.2983 0.44 0.18 0.70 -0.130
C -0.1602 -0.0228 0.6910 -0.18 -0.01 -0.97 -0.141
C -1.0733 -1.0068 -0.0730 0.20 -0.53 0.32 -0.149
C -0.7045 -2.5042 0.0549 -0.71 0.75 -0.75 -0.163
O 0.6967 -2.7667 0.2431 -0.27 -0.79 -0.27 -0.025
C 0.9952 -3.1320 1.4962 1.69 -1.26 -1.97 -0.399
O 0.5170 -2.6743 2.4480 -1.88 1.42 3.25 0.118
C -1.4301 2.4106 -0.3186 -0.58 0.60 0.47 -0.098
C -1.9718 3.6339 -1.0856 -1.71 -2.17 0.94 -0.479
O -1.2451 4.3413 -1.6515 2.52 2.64 -1.79 0.139
N -3.3781 3.8574 -1.1441 0.61 -0.57 2.04 -0.129
C -4.1263 2.9381 -0.2733 -0.89 0.06 -0.22 -0.088
C -3.7102 5.2303 -0.7110 -0.63 0.59 -0.67 -0.085
H 1.4992 2.7409 5.0536 0.02 0.09 0.09 0.082
H 0.7521 1.3965 4.1533 0.21 -0.05 0.03 0.079
H 0.1518 1.8091 5.7562 0.12 -0.02 0.06 0.068
H -1.2353 2.4782 3.7538 -0.51 0.33 0.21 0.078
H 1.2015 4.1680 3.1490 -0.18 0.63 0.07 0.099
H 0.5829 0.5697 -1.3212 -0.33 -0.05 0.26 0.102
H 1.5787 1.0327 0.0175 0.06 0.11 -0.16 0.130
H 0.6282 -0.5297 1.2344 -0.06 -0.30 0.01 0.092
H -0.7371 0.4995 1.4486 0.04 0.23 -0.02 0.102
H -1.0833 -0.7722 -1.1364 0.19 0.16 -0.05 0.102
H -2.1161 -0.9229 0.2420 0.01 0.05 0.13 0.111
H -0.9684 -2.9769 -0.8905 0.19 -0.13 -0.02 0.122
H -1.3246 -2.9844 0.8084 0.41 -0.02 0.38 0.120
H 1.7387 -3.9344 1.5938 0.34 0.11 -0.68 0.143
H -1.9085 1.5271 -0.7380 0.37 -0.21 0.01 0.122
H -1.7919 2.5123 0.7144 -0.22 -0.22 -0.07 0.109
H -3.9519 1.8873 -0.4911 0.10 0.05 -0.16 0.082
H -3.9545 3.1180 0.7941 0.18 0.01 -0.03 0.086
H -5.1887 3.1237 -0.4364 -0.02 -0.05 -0.07 0.095
H -4.5822 5.5554 -1.2782 -0.01 0.14 0.04 0.076
H -3.9817 5.3022 0.3460 0.19 -0.33 0.09 0.069
H -2.9048 5.9338 -0.9012 0.14 -0.19 -0.20 0.088
C 2.4425 8.3786 6.0525 0.10 0.05 0.18 -0.062
C 3.0312 7.1466 5.3822 -0.55 0.17 -0.23 -0.495
C 2.7878 7.1632 3.8799 0.13 -0.12 -0.07 -0.061
O 2.4579 5.9691 5.9488 0.25 -0.14 0.05 -0.076
H 1.3596 8.4171 5.9038 0.02 0.00 -0.12 0.081
H 2.6181 8.3488 7.1288 0.05 0.00 -0.03 0.079
H 2.8807 9.2947 5.6527 -0.03 0.00 0.00 0.080
H 4.1034 7.1000 5.5792 -0.03 -0.15 0.08 0.137
H 1.7149 7.1634 3.6629 -0.01 0.10 0.06 0.064
H 3.2093 6.2709 3.4136 0.06 0.04 0.01 0.079
H 3.2354 8.0429 3.4147 -0.03 -0.01 -0.02 0.081
H 1.5088 6.0001 5.7802 -0.06 -0.03 0.05 0.024
C 4.3944 0.1709 -3.0317 0.05 -0.16 0.16 -0.059
C 3.1960 -0.2512 -3.8674 0.16 0.66 -0.04 -0.493
C 3.1944 0.4435 -5.2194 -0.07 -0.08 -0.14 -0.063
O 1.9895 0.0534 -3.1649 -0.14 -0.26 0.05 -0.071
H 4.3699 1.2472 -2.8393 0.00 0.02 -0.12 0.083
H 4.3797 -0.3291 -2.0618 0.01 -0.05 -0.04 0.077
H 5.3320 -0.0707 -3.5346 0.00 0.03 0.01 0.081
H 3.2114 -1.3329 -4.0106 -0.15 -0.01 0.09 0.129
H 3.1322 1.5287 -5.0958 0.09 -0.01 0.09 0.084
H 2.3265 0.1384 -5.8058 0.04 -0.07 0.00 0.072
H 4.0963 0.2080 -5.7858 -0.04 0.00 -0.03 0.079
H 1.9583 1.0089 -3.0299 0.05 -0.03 -0.07 0.084
C 1.7057 -7.5821 2.5869 0.07 -0.16 0.11 -0.060
C 0.4760 -8.0678 1.8339 0.10 0.67 0.02 -0.493
C 0.3439 -7.3751 0.4862 -0.10 -0.13 -0.14 -0.058
O -0.6920 -7.8275 2.6175 -0.09 -0.28 0.04 -0.061
H 1.6372 -6.5078 2.7846 -0.01 0.02 -0.10 0.071
H 1.7844 -8.0811 3.5538 0.01 -0.04 -0.04 0.078
H 2.6188 -7.7734 2.0208 0.00 0.03 0.01 0.081
H 0.5390 -9.1467 1.6864 -0.15 -0.01 0.09 0.139
H 0.2334 -6.2940 0.6169 0.11 0.00 0.05 0.068
H -0.5449 -7.7257 -0.0396 0.03 -0.05 0.01 0.081
H 1.2166 -7.5609 -0.1420 -0.01 0.04 0.00 0.082
H -0.7642 -6.8762 2.7593 0.02 -0.05 0.00 0.080
C -5.4327 3.1064 -4.7863 -0.21 -0.04 0.01 -0.064
C -5.0445 4.5719 -4.9173 0.46 -0.35 0.16 -0.494
C -3.7624 4.7344 -5.7197 0.01 0.16 -0.11 -0.061
O -4.8767 5.1417 -3.6223 -0.17 0.13 -0.04 -0.072
H -4.6525 2.5480 -4.2613 0.08 0.04 -0.08 0.077
H -6.3491 3.0044 -4.2028 -0.02 0.04 -0.05 0.077
H -5.5896 2.6485 -5.7648 0.02 -0.02 0.02 0.077
H -5.8524 5.1230 -5.4018 -0.01 0.08 0.12 0.136
H -2.9309 4.2260 -5.2236 -0.06 -0.08 0.00 0.082
H -3.4923 5.7881 -5.7988 -0.05 -0.01 -0.02 0.079
H -3.8699 4.3249 -6.7260 0.02 -0.01 0.01 0.078
H -4.1620 4.6616 -3.1791 -0.04 -0.03 -0.01 0.052
C -1.0232 -6.2345 6.2086 0.16 0.16 0.09 -0.064
C -1.1820 -7.4842 7.0622 -0.48 0.07 -0.48 -0.497
C -1.5122 -8.6966 6.2064 0.11 -0.21 0.11 -0.062
O -2.2111 -7.2782 8.0298 0.17 -0.01 0.24 -0.057
H -1.9533 -6.0096 5.6784 0.01 -0.11 -0.05 0.081
H -0.7929 -5.3704 6.8334 0.04 -0.04 0.00 0.079
H -0.2248 -6.3570 5.4738 -0.03 0.00 -0.01 0.068
H -0.2613 -7.6671 7.6181 -0.09 0.03 0.15 0.138
H -2.4564 -8.5499 5.6747 0.06 0.10 -0.08 0.083
H -1.6309 -9.5845 6.8292 0.06 0.03 0.03 0.078
H -0.7281 -8.8858 5.4717 -0.07 0.01 -0.06 0.070
H -3.0337 -7.1144 7.5545 0.06 -0.02 0.01 0.085
C 3.0033 -3.5557 -9.3338 0.18 -0.09 -0.09 -0.066
C 3.3578 -2.9814 -7.9706 -0.58 0.19 -0.25 -0.496
C 2.1636 -3.0170 -7.0284 0.08 -0.02 0.20 -0.059
O 3.8167 -1.6381 -8.1170 0.28 -0.04 0.12 -0.061
H 2.2075 -2.9705 -9.8032 -0.07 -0.03 0.09 0.081
H 3.8656 -3.5176 -10.0006 0.02 -0.03 0.05 0.079
H 2.6704 -4.5918 -9.2530 -0.02 0.02 -0.02 0.079
H 4.1831 -3.5486 -7.5377 0.09 0.15 0.00 0.138
H 1.3414 -2.4148 -7.4252 0.00 -0.07 -0.09 0.084
H 2.4292 -2.5964 -6.0573 0.03 -0.04 0.00 0.063
H 1.8060 -4.0374 -6.8802 -0.03 0.02 -0.01 0.080
H 3.0990 -1.1196 -8.4992 0.03 -0.04 0.02 0.087
```
Forces are in eV/Å.



5.
Molecular formula: C19H30Cl3NOReSi
Method: DFT, the ωB97M-V functional and the def2-TZVPD basis

Summary:
2S+1: 4
Energy above the lowest of the compared OMol25 structures with the same formula, charge and spin (kJ/mol): 69.29
HOMO energy (spin up / spin down) (eV): 0.3485 / -1.0337
Net charge: -2
LUMO energy (spin up / spin down) (eV): 4.52 / 4.51

The geometry in XYZ format:
```
56
Properties=species:S:1:pos:R:3:forces:R:3:mulliken_spin:R:1
C -1.6799 -2.4229 0.7253 -0.70 -0.09 -0.77 -0.056
C -1.4556 -2.7335 -0.6603 -0.16 0.43 0.80 0.006
C -2.0689 -1.7308 -1.4455 -0.83 0.19 -0.12 0.088
C -0.8228 -3.9600 -1.1987 0.12 -0.10 -0.12 -0.018
C -2.6573 -0.7819 -0.5787 0.20 -0.35 -0.08 0.191
C -2.4287 -1.2058 0.7741 0.24 -0.10 -0.39 0.005
C -2.9916 -0.5694 1.9918 -0.09 -0.02 0.16 0.000
C -1.3114 -3.2749 1.8838 0.05 -0.08 0.13 -0.025
C -2.1283 -1.7042 -2.9247 -0.11 -0.15 -0.19 0.012
C -3.4882 0.3645 -1.0156 -0.19 0.07 -0.13 -0.043
Re -0.3206 -0.7203 0.0388 3.36 -0.34 1.10 2.312
Cl 2.9751 -3.4508 -2.9223 0.12 -0.27 -0.24 0.003
Cl 1.5016 -2.2658 0.0898 -0.35 -0.43 -0.09 0.153
Cl 0.5340 -0.0931 -2.0789 -0.61 -0.33 -3.22 0.223
H -0.2341 -4.4740 -0.4490 0.15 -0.02 0.08 0.001
H -0.1674 -3.7378 -2.0357 0.26 0.04 -0.06 0.002
H -1.6015 -4.6403 -1.5499 -0.16 -0.07 -0.04 -0.001
H -1.2256 -2.1097 -3.3694 0.18 0.02 -0.01 0.006
H -2.2582 -0.6952 -3.3024 0.07 0.14 -0.03 0.002
H -2.9733 -2.3047 -3.2683 -0.17 -0.11 -0.15 0.010
H -3.0440 0.8825 -1.8605 0.10 0.07 -0.13 0.000
H -3.6261 1.0892 -0.2225 -0.07 0.18 0.19 0.003
H -4.4707 -0.0004 -1.3219 -0.16 0.08 -0.04 0.003
H -3.0429 0.5103 1.8889 -0.02 0.20 0.01 -0.007
H -2.3910 -0.7922 2.8682 0.14 0.00 0.09 0.001
H -4.0009 -0.9417 2.1752 -0.17 0.00 0.08 -0.001
H -0.3579 -3.7672 1.7238 0.17 -0.01 -0.08 -0.005
H -2.0729 -4.0405 2.0428 -0.10 -0.12 0.04 0.002
H -1.2239 -2.6900 2.7937 0.06 0.14 0.12 -0.001
O 0.3438 -0.3651 1.8102 -1.39 -0.77 3.29 0.064
H 0.0598 0.5100 2.1177 0.37 -0.24 -0.26 0.011
C 3.6943 -0.7855 1.3265 0.23 -0.43 0.11 0.003
Si 2.9196 0.7983 0.6630 -1.67 -0.35 -0.57 0.000
C 3.2018 1.9213 2.1433 0.11 0.68 0.33 -0.002
C 4.0589 1.2046 -0.7776 0.19 0.23 -0.31 0.001
N 1.1392 0.9490 0.1469 0.53 3.59 0.00 -0.016
C 0.6147 2.2604 -0.1309 2.12 -2.96 0.76 -0.052
C -0.7681 2.3949 -0.2643 -0.59 1.65 -0.25 0.159
C -1.3583 3.6340 -0.5240 0.70 -0.47 0.13 0.029
C -0.5630 4.7716 -0.6560 -0.22 0.29 -0.05 0.009
C 0.8194 4.6677 -0.5238 -0.19 -0.90 0.19 -0.004
C 1.4063 3.4284 -0.2632 -0.56 0.92 -0.20 -0.012
H 4.7053 -0.5395 1.7118 -0.37 0.28 -0.02 0.001
H 3.8693 -1.5311 0.5278 -0.33 0.29 0.58 0.000
H 3.0985 -1.1984 2.1669 0.34 -0.01 -0.64 -0.003
H 4.2712 1.8707 2.4361 -0.49 0.03 -0.06 0.000
H 2.9451 2.9761 1.9425 0.06 -0.36 0.24 0.000
H 2.5824 1.5582 2.9890 0.32 0.17 -0.39 0.000
H 3.9223 0.4307 -1.5612 0.04 0.36 0.40 0.001
H 3.8719 2.1926 -1.2314 0.11 -0.38 0.07 0.000
H 5.1109 1.1691 -0.4256 -0.43 0.00 -0.19 0.001
H -1.3790 1.5275 -0.1460 -0.36 -0.35 0.02 -0.061
H -2.4342 3.7110 -0.6197 -0.09 -0.02 -0.02 0.002
H -1.0159 5.7337 -0.8551 -0.07 0.08 -0.03 0.001
H 1.4417 5.5486 -0.6216 0.06 0.03 -0.01 -0.001
H 2.4751 3.4222 -0.1731 0.24 -0.33 0.01 0.001
```
Forces are in eV/Å.